Entry i
C25H32N2O3 as an isolated structure. Source: OMol25; level of theory: ωB97M-V/def2-TZVPD.

Atoms and positions in Å:
O -3.22715 1.36846 -1.04681
O 3.47629 -5.33804 3.76611
O -2.20754 0.74281 1.14237
N 2.62395 -3.45038 4.23153
N 0.94602 -0.76035 -1.17649
C -0.47439 4.71047 -0.60295
C -0.94222 1.24407 -2.23102
C 2.82022 -2.62279 0.91077
C -1.29052 0.22609 -1.18297
C -0.53593 2.73823 -1.98765
C -0.37313 3.45213 -3.09848
C 2.89635 -4.82420 6.16533
C 2.65840 -1.15800 0.60257
C 0.11410 5.01862 -2.89962
C -0.15385 2.91822 -4.30093
C -4.54927 1.95017 -0.19322
C 2.69891 -2.57280 3.21028
C 0.17131 0.07216 -0.50571
C 0.38359 -2.00750 -1.42327
C -1.81203 -1.13921 -1.64310
C 0.01637 5.51458 -1.58306
C 2.42171 -0.50926 -0.55418
C 2.39512 -0.54886 1.90606
C 2.26724 -1.26261 2.98614
C -0.78318 3.12844 -0.68306
C -0.72052 -1.77234 -2.42683
C 3.01746 -4.49044 4.60598
C -2.25571 0.84773 -0.14027
C -5.48158 0.80159 0.19060
C 2.94949 -3.38858 1.85335
H 2.63551 -2.71374 5.03627
H 3.82435 -4.07194 6.66072
H 2.20518 -0.69646 3.98828
H 2.15486 -4.51693 6.66939
H 1.27558 -2.51728 -2.26766
H -2.08849 -1.57338 -0.46082
H 3.18125 -5.88308 6.33876
H -0.19134 -0.58817 0.47341
H -1.26303 2.61815 -4.92348
H 3.07182 -1.00819 -1.43407
H 0.41373 5.62246 -3.61653
H -2.64503 -0.68731 -2.19466
H -1.03352 2.62182 0.06337
H -5.02497 0.24637 0.89590
H -1.16602 -2.85534 -2.43436
H 2.21551 0.46911 1.78699
H 0.37767 1.04877 0.00885
H -5.78841 0.36184 -0.74730
H -0.29533 0.85790 -2.82592
H -4.93986 2.66121 -0.76930
H -0.54046 -1.31387 -3.27938
H 3.17214 -4.28670 2.09583
H -1.87736 1.25406 -2.84666
H -6.31146 1.09641 0.55365
H 2.91777 -3.15945 -0.13820
H -0.62107 5.13813 0.68402
H 0.53028 2.16804 -4.52141
H -4.29058 2.32631 0.77302
H 0.07068 3.75043 -5.15955
H 0.21975 6.61234 -1.36264
H 0.33094 -2.36144 -0.44625
H 2.43043 0.49151 -0.49175

Output
2S+1	1
Kohn-Sham gap	7.76	eV

Entry ii
One molecule with the formula C25H32N2O3. Source: OMol25; level of theory: ωB97M-V/def2-TZVPD.

Atoms and positions in Å:
O 2.48683 2.98298 0.15161
O 2.23332 0.92417 0.98480
O 0.56019 -2.91648 0.44159
N 0.27782 -0.94247 -0.62081
N -2.74691 -0.56619 3.39670
C -4.58231 -0.73569 1.90273
C 5.12328 2.56998 -3.40600
C 0.52729 1.28811 -1.61026
C 1.13991 2.14160 2.80527
C -2.34465 -1.28563 1.11319
C -5.08380 -1.05054 0.67236
C 5.08527 1.08234 -3.23351
C -0.53641 -1.10596 2.68237
C 2.04939 1.17228 -1.38380
C -2.89941 -1.61921 -0.13651
C -3.20128 -0.85500 2.16144
C -5.37723 -3.34482 -1.60447
C -1.02469 -0.42015 5.05870
C -0.95997 -1.37217 1.40663
C -4.24688 -1.50648 -0.36546
C 0.03005 -1.82207 0.37536
C 2.48389 -0.30651 -1.44919
C -1.47514 -0.70460 3.66037
C -0.27396 0.39749 -0.66273
C 2.29971 1.80498 -0.01452
C 1.29174 -1.25006 -1.60313
C 2.39367 1.43534 2.30905
C 4.27941 1.96285 -2.32581
C 2.77297 2.02859 -2.43951
C -4.84777 -1.91137 -1.68067
H 4.56718 0.50651 -3.98653
H 1.28695 2.45702 3.83446
H 3.16018 -0.45651 -2.28881
H -1.87027 -0.08515 5.65169
H -1.31937 0.36607 -1.00055
H -6.14378 -0.95971 0.48116
H -5.66853 -1.23703 -1.93528
H 1.60219 -2.28230 -1.42954
H 0.28070 1.47563 2.75644
H -4.09496 -1.84785 -2.46895
H 4.61985 2.99242 -4.26231
H -0.25027 0.34496 5.06569
H 2.46669 1.70485 -3.43622
H -2.24472 -1.98982 -0.91362
H 2.45664 3.06623 -2.30516
H 3.24089 2.12913 2.31855
H 4.63953 2.08063 -1.31151
H -6.13643 -3.42853 -0.83021
H -4.56866 -4.03194 -1.36562
H -0.61014 -1.32337 5.50392
H 0.21621 2.32429 -1.46482
H 0.94392 3.02068 2.19640
H -5.21975 -0.40128 2.70609
H -5.81569 -3.63949 -2.55508
H 0.50758 -1.20022 2.94150
H 3.01947 -0.57317 -0.53870
H 0.30805 1.02172 -2.64542
H 6.01938 3.10106 -3.12574
H -0.26882 0.82309 0.34553
H 0.86030 -1.17871 -2.60703
H 5.95690 0.58580 -2.83519
H 2.62445 0.55970 2.91908

Output
SMILES	CCOC(=O)C1(CC2CC2)CCN(C(=O)c2cc(C)nc3ccc(CC)cc23)CC1
2S+1	1
Kohn-Sham gap	8.85	eV

Question: which arrangement is favored energetically? Ranking from most to least stable: entry ii, entry i.

Entry i
One molecule with the formula C12H24N2O3. Source: OMol25; level of theory: ωB97M-V/def2-TZVPD.

Atoms and positions in Å:
O -2.62697 0.83731 0.71326
O -0.01209 2.56418 -3.44121
O -1.94673 3.14150 -2.39871
N -1.25973 0.70220 -1.15840
N -1.37603 -1.82421 -1.49561
C -0.44431 1.92073 -1.09197
C -1.78572 -1.43478 -0.15837
C -0.74436 -1.66574 0.93549
C -0.76626 2.48440 -2.46475
C -1.25001 -1.27655 2.29284
C -0.13435 -3.04898 0.89460
C 3.08601 2.00289 0.27760
C -1.98847 0.17949 -0.13932
C 0.96973 1.61905 -0.87653
C 0.97114 -3.36503 -0.11527
C 1.62141 2.18044 0.29204
C 1.11869 1.50810 1.59371
H 0.87452 0.55377 -0.51584
H 0.23256 -3.16423 1.92058
H -2.79434 -1.73826 0.03725
H 1.31698 3.26029 0.33242
H 1.85392 1.66148 2.42543
H -2.02925 -1.83559 2.74750
H 0.76822 0.49956 1.39052
H 3.62610 2.71067 -0.38993
H -2.20822 -1.80877 -2.14467
H -0.79916 -0.10500 -1.63925
H -1.47903 -0.14902 2.36346
H -1.03408 -2.83314 -1.44388
H 2.01841 -3.39166 0.25155
H -0.88193 2.60268 -0.25714
H -0.39666 -1.45915 2.99997
H 3.50749 2.12319 1.27100
H 0.83676 -2.61509 -0.89587
H 0.86621 -4.30077 -0.63908
H -1.98907 3.73750 -3.19206
H -0.90748 -3.81040 0.70147
H 3.34718 0.98010 0.01874
H 0.11107 1.95196 1.92638
H 1.67730 1.58294 -1.67120
H 0.05055 -0.97805 0.74328

Output
SMILES	CC[C@H](C)[C@H](N)C(=O)N[C@@H](CC(C)C)C(=O)O
2S+1	1
Kohn-Sham gap	10.00	eV

Entry ii
One molecule with the formula C12H24N2O3. Source: OMol25; level of theory: ωB97M-V/def2-TZVPD.

Atoms and positions in Å:
O -0.44136 -0.40098 1.86756
O 1.80039 3.22393 -0.47764
O 3.85822 2.72170 0.44230
N 0.68284 0.90316 0.34319
N -1.22581 0.86162 -1.30009
C 2.10088 0.93761 0.48069
C 3.14652 -2.06194 1.30584
C 2.81332 -0.17721 -0.46604
C -0.41543 0.34369 0.89478
C 3.83274 -1.19152 0.13448
C -1.53708 0.83655 0.06801
C -4.85652 -1.27852 -0.41467
C -3.77900 -0.30268 -0.75914
C 2.67487 2.36764 0.17710
C 4.18089 -2.14182 -1.11923
C -3.81627 1.40436 1.08973
C -2.98195 0.22846 0.50063
H 2.34736 0.63402 1.47064
H 4.68257 -0.78848 0.62732
H 4.54814 -1.37584 -1.88093
H 1.94549 -0.84414 -0.79484
H -3.25278 2.02325 1.77045
H 3.23606 0.21888 -1.30146
H -1.70448 1.88689 0.26584
H 3.34244 -2.51248 -1.62982
H -2.86248 -0.70899 1.02471
H -5.46617 -1.50225 -1.37893
H 2.05519 -1.78192 1.38562
H -4.65942 0.91726 1.66025
H -4.12277 0.54062 -1.46106
H -4.00467 2.16381 0.19067
H -5.47263 -1.10512 0.52206
H 2.18042 4.03275 -0.75347
H 0.35913 1.53034 -0.33898
H 3.53165 -1.89044 2.42963
H -4.51280 -2.21735 0.01443
H -1.58898 -0.02375 -1.69937
H -3.14455 -0.99867 -1.36164
H 4.78505 -3.01753 -0.90355
H 3.30294 -3.12005 1.19608
H -1.56194 1.66514 -1.82119

Output
SMILES	CC[C@H](C)[C@H](N)C(=O)N[C@@H](CC(C)C)C(=O)O
2S+1	1
Kohn-Sham gap	9.45	eV

Question: which arrangement is favored energetically? Ranking from most to least stable: entry i, entry ii.

Entry i
A 4-piece molecular cluster, C2H11NO3 overall. Source: OMol25; level of theory: ωB97M-V/def2-TZVPD.

Atoms and positions in Å:
O -4.74298 -4.22803 0.73202
O 2.20507 -0.14098 1.36491
O -1.18554 -0.06659 1.61617
N 2.03590 1.60738 -1.18402
C 1.02272 1.94099 -0.51082
C 1.92752 1.90338 -2.63522
H -3.87081 -4.35906 0.40175
H 2.87246 1.54367 -3.04267
H 1.10503 1.31269 -3.05095
H -5.02876 -3.32741 0.55709
H -1.94324 0.26840 2.11773
H 1.23503 -0.26169 1.23264
H 1.10668 2.21400 0.54505
H 0.00237 2.14842 -0.88566
H 1.71743 2.92663 -2.95445
H 2.38623 -1.09069 1.46684
H -1.58058 0.00676 0.75856

Output
SMILES	C=NC.O.O.O
2S+1	1
Kohn-Sham gap	9.47	eV

Entry ii
A 4-piece molecular cluster, C2H11NO3 overall. Source: OMol25; level of theory: ωB97M-V/def2-TZVPD.

Atoms and positions in Å:
O 1.63177 -1.38094 1.10194
O 1.29353 1.33805 1.96694
O 1.69120 0.26820 -2.00025
N -1.32509 -1.20560 0.65198
C -1.74412 0.64971 -1.14730
C -2.04757 -0.28487 -0.16346
H -2.39186 0.37120 -1.98972
H -1.63450 -2.14182 0.46846
H -1.20492 1.58399 -1.15041
H 1.05206 0.95219 -1.64331
H 2.42977 -1.68213 0.63329
H -3.16397 -0.38300 0.03009
H -0.39437 -1.14837 0.63641
H 1.04161 1.05246 1.09472
H 2.49448 0.68180 -2.20750
H 1.81046 -0.58421 1.53657
H 0.46149 1.91333 2.18155

Output
SMILES	C=CN.O.O.O
2S+1	1
Kohn-Sham gap	8.10	eV

Question: which arrangement is favored energetically? Ranking from most to least stable: entry i, entry ii.